22
Properties=species:S:1:pos:R:3:lowdin_charge:R:1 method="wB97M-V/def2-TZVPD" relative_energy_kcal_mol=0.0 total_charge=0
Pb 1.2012 -1.9550 -0.0503 1.371
S 1.8393 1.1929 -0.5454 0.592
S -0.0759 0.9138 1.3702 0.658
F 3.2760 2.3378 -2.4678 0.129
F -2.5926 0.8285 2.1903 0.127
F 2.5903 3.7478 -0.9295 0.140
F 1.1668 2.9370 -2.4003 0.136
F -1.8114 2.8671 1.8387 0.144
F -2.3163 1.5490 0.1425 0.131
O 0.5701 1.1024 2.6441 -0.246
O -0.3423 -0.4946 0.9467 -0.514
O 2.9415 0.9088 0.3431 -0.301
O 1.4751 0.1028 -1.4874 -0.465
N 0.5370 1.7994 0.1749 -0.292
C 2.2452 2.6581 -1.6477 -0.612
C -1.8065 1.5990 1.3914 -0.612
C -0.8450 -2.7857 -0.5836 -0.356
H -1.3659 -3.0808 0.3393 -0.044
H -2.3282 -5.4966 0.1941 0.032
H -1.3638 -1.9395 -1.0563 -0.011
H -2.2571 -5.1560 0.8605 0.021
H -0.7376 -3.6361 -1.2673 -0.026

12
Properties=species:S:1:pos:R:3:lowdin_charge:R:1 method="wB97M-V/def2-TZVPD" relative_energy_kcal_mol=106.3 total_charge=0
I -3.1327 -0.3626 -0.7082 0.915
F -1.2191 0.5116 2.8112 -0.063
O -2.0834 0.2019 1.6860 -0.222
N 0.7461 0.3107 -0.4418 -0.083
C -1.6160 0.5310 0.4628 -0.721
C 2.0448 -0.1515 -0.8908 -0.133
C -0.1373 -0.4650 -0.0746 -0.165
H -0.0977 -1.5713 -0.0421 0.113
H -1.5679 1.6256 0.2412 0.090
H 2.5603 0.0113 0.0940 0.101
H 2.0521 -1.1577 -1.4851 0.108
H 2.4507 0.5157 -1.6526 0.060

12
Properties=species:S:1:pos:R:3:lowdin_charge:R:1 method="wB97M-V/def2-TZVPD" relative_energy_kcal_mol=95.0 total_charge=0
S -0.6730 0.6550 -0.9510 1.003
F 2.2684 -0.7162 -0.6154 -0.048
N 0.5194 -1.5092 -1.9709 -0.060
N -0.3729 -0.5579 -1.8716 -0.433
C 1.6748 -1.6341 -1.4669 -0.188
C -0.4872 0.4696 0.6088 -0.524
C -1.3076 1.3320 1.5590 -0.164
H 0.1978 -0.3493 1.0597 0.105
H -1.1294 2.3435 1.1345 0.071
H -2.3552 0.9899 1.4900 0.083
H 2.4189 -2.3521 -1.4621 0.091
H -0.7542 1.3288 2.4858 0.064

12
Properties=species:S:1:pos:R:3:lowdin_charge:R:1 method="wB97M-V/def2-TZVPD" relative_energy_kcal_mol=67.0 smiles="NN1C[C@@H](F)C1=S" total_charge=0
S -2.4558 -0.7371 -0.0391 0.694
F 0.2496 -2.0917 0.8281 -0.066
N -0.0313 0.6135 -0.0107 -0.202
N -0.5000 1.8662 0.3622 0.005
C 0.2884 -1.3503 -0.4141 -0.218
C -0.8975 -0.4497 -0.1783 -0.864
C 1.3201 -0.0923 -0.2862 0.041
H 0.2933 -2.1127 -1.3117 0.175
H 2.0025 0.3863 -1.0171 0.121
H -0.6528 1.9762 1.5119 0.167
H -1.3941 2.1805 -0.0712 0.080
H 1.7776 -0.1889 0.6262 0.067

13
Properties=species:S:1:pos:R:3:lowdin_charge:R:1 method="wB97M-V/def2-TZVPD" relative_energy_kcal_mol=101.3 smiles="FCC1=NN=CNN1" total_charge=0
F 1.9204 1.4300 0.6377 -0.123
N -0.4588 0.7826 0.2632 0.014
N 0.4205 -1.3917 -0.4164 0.071
N -1.6771 0.2842 -0.1461 -0.055
N -0.4902 -1.1729 -1.6274 0.046
C 1.7554 0.0945 1.2002 -0.062
C -1.5370 -0.4486 -1.3531 -0.215
C 0.4414 -0.4156 0.3818 -0.283
H -2.4214 -0.0139 0.4590 0.122
H -0.0751 1.6018 -0.0130 0.071
H 1.8412 0.0078 2.3966 0.153
H -2.2382 -0.3344 -2.3121 0.141
H 2.5189 -0.4239 0.5295 0.118

13
Properties=species:S:1:pos:R:3:lowdin_spin:R:1 method="wB97M-V/def2-TZVPD" energy_ev=-13529.9943 total_charge=+1 multiplicity=3
F -0.2475 1.9798 -0.4494 0.136
O -1.8836 -0.3849 0.3070 0.035
O 1.1609 1.0891 1.1801 0.217
O -3.9323 0.6113 0.0616 0.004
N 1.1736 -1.3080 -0.1958 0.114
C -2.9131 0.1074 0.2027 0.004
C 0.5047 0.9991 -0.0072 0.637
C 0.5203 -0.1367 -0.7046 0.754
H 0.8807 -2.2176 -0.5789 0.016
H 1.2539 2.0735 1.5073 0.007
H 0.0546 -0.1070 -1.5976 0.038
H 1.3231 -1.2729 0.8002 0.007
H 2.1046 -1.4332 -0.5253 0.031

12
Properties=species:S:1:pos:R:3:lowdin_charge:R:1 method="wB97M-V/def2-TZVPD" relative_energy_kcal_mol=117.6 total_charge=-1
P 0.3818 0.8269 -0.1007 0.833
F 0.3666 -1.7385 -0.7498 -0.146
O 2.8156 2.1654 0.3562 0.004
O 2.8082 -0.0088 1.0787 0.086
C -0.2622 -0.8231 0.0093 -0.686
C -1.7674 -1.0150 -0.2190 -0.194
C 2.6037 1.0286 0.6290 -0.740
H -0.0459 1.7743 -1.0241 -0.143
H -2.2304 -0.2957 0.3675 0.014
H -2.0645 -1.0928 -1.2328 0.037
H -0.7054 1.1430 0.6426 -0.099
H -1.9002 -1.9643 0.2431 0.034

12
Properties=species:S:1:pos:R:3:lowdin_charge:R:1 method="wB97M-V/def2-TZVPD" relative_energy_kcal_mol=114.4 total_charge=-1
P 0.1811 0.2935 1.1534 0.665
F -0.3070 -1.9659 -0.2571 -0.263
O 2.6350 0.1383 -1.0204 0.175
O 3.4177 0.2936 1.0957 0.143
C -0.9598 -0.8574 0.4634 -0.717
C 2.9636 0.2859 0.0474 -0.629
C -1.8264 -0.2745 -0.6355 -0.279
H -2.4674 0.5666 -0.1937 0.051
H -1.2492 0.0232 -1.5293 0.036
H 1.0029 1.4409 0.3656 -0.107
H -0.7792 1.2184 1.4691 -0.160
H -2.6113 -1.1624 -0.9587 0.083

10
Properties=species:S:1:pos:R:3:lowdin_charge:R:1 method="wB97M-V/def2-TZVPD" relative_energy_kcal_mol=24.8 smiles=F[C@H]1C[C@@H]1S total_charge=0
S 1.7059 1.0163 0.8083 0.768
F -0.5049 -0.7026 -1.9854 0.022
C 0.6139 -0.0705 0.0195 -0.685
C -0.7909 -0.3693 0.3919 -0.080
C -0.4545 0.1444 -0.9328 -0.390
H -1.1413 -1.3537 0.4138 0.101
H -0.7253 1.1332 -1.2820 0.153
H 1.0872 -0.9885 -0.4723 0.138
H -1.3051 0.3936 0.9160 0.104
H 1.5148 0.7970 2.1228 -0.133

13
Properties=species:S:1:pos:R:3:lowdin_spin:R:1 method="wB97M-V/def2-TZVPD" relative_energy_kcal_mol=0.0 total_charge=0 multiplicity=6
Fe 3.6399 0.2484 0.1874 4.516
Mg 0.4583 0.7363 -0.8934 0.084
O -1.3816 -0.7299 -0.5374 0.006
O -0.9046 2.0201 -0.3846 0.004
O 1.9252 -0.1455 -0.0162 0.361
C -0.4875 -1.4480 0.3312 0.024
C -2.0499 1.4725 -0.0091 0.001
C -2.2994 0.1456 0.0204 0.001
H -0.3908 -2.4393 -0.1369 0.001
H -2.8287 2.1400 0.3878 0.000
H -3.0600 -0.3080 0.6576 0.000
H -0.7980 -1.3618 1.3857 0.001
H 1.0294 -1.2937 0.5672 0.002

14
Properties=species:S:1:pos:R:3:lowdin_spin:R:1 method="wB97M-V/def2-TZVPD" relative_energy_kcal_mol=33.5 total_charge=0 multiplicity=2
Hg 0.8555 1.4235 2.2049 0.277
Mg 1.4438 1.0604 -0.9293 -0.010
O -0.1315 2.2994 0.1487 0.722
O -2.5101 0.8864 -0.1056 -0.003
O -0.6959 -0.1293 0.5566 -0.004
O -0.7725 0.5710 -1.5961 0.019
C -1.2108 0.7003 -0.4130 -0.009
C 1.6172 -0.9257 -0.1257 -0.001
C 0.1943 -1.2791 0.2509 0.003
H 0.1534 -1.7735 1.2332 0.001
H -2.8221 1.6586 -0.5937 0.001
H -0.3525 -1.8365 -0.5213 0.000
H 1.9704 -1.6481 -0.8789 0.000
H 2.2608 -1.0073 0.7695 0.004

9
Properties=species:S:1:pos:R:3:lowdin_charge:R:1 method="wB97M-V/def2-TZVPD" relative_energy_kcal_mol=23.9 smiles="C/C=C/I" total_charge=0
I -0.4600 3.4435 1.8483 0.745
C 0.1253 0.8362 0.3351 -0.210
C -0.5584 1.3989 1.3737 -0.669
C 0.1112 -0.5915 -0.5133 -0.040
H -1.3956 0.9226 1.8312 0.004
H 1.0053 -1.0034 -0.8878 0.046
H -0.2518 -1.3847 0.0574 0.030
H 0.8920 1.4916 -0.0040 0.040
H -0.6868 -0.3857 -1.1897 0.053